[1]
The following is a quantum chemistry calculation of a structure of composition C3H8BrCuO3S in a non-equilibrium geometry, from the OMol25 dataset.

* E_HOMO (alpha / beta): -14.4886 / -14.4776 eV
* charge: +1
* E: -134890.4559 eV
* frontier orbital gap (alpha / beta): 8.7 / 5.8 eV
* spin multiplicity: 2
* LUMO level (alpha / beta): -5.8 / -8.7 eV

CARTESIAN COORDINATES (ANGSTROEM)
Cu  0.77  2.46  3.22
Br  -1.66  2.11  2.29
O  1.19  0.48  1.65
S  1.63  -0.09  0.38
O  2.99  -0.56  0.19
O  0.42  -1.19  -0.08
C  -0.90  -0.80  0.11
C  -1.73  -1.51  -0.91
C  1.38  1.13  -1.00
H  -1.13  0.26  0.11
H  -1.24  -1.01  1.13
H  -1.82  -2.55  -0.58
H  -1.16  -1.57  -1.83
H  -2.73  -1.09  -0.99
H  0.34  1.46  -1.04
H  1.57  0.53  -1.89
H  2.06  1.95  -0.76

***

[2]
The following is a quantum chemistry calculation of a structure of composition C28H26B2N11O2STa in a non-equilibrium geometry, from the OMol25 dataset.

* E_HOMO: -13.4623 eV
* charge: +2
* E: -63671.9297 eV
* frontier orbital gap: 5.7 eV
* spin multiplicity: 1
* LUMO level: -7.8 eV

CARTESIAN COORDINATES (ANGSTROEM)
Ta  -0.12  -0.02  0.24
N  -1.67  -0.94  3.27
C  -0.45  -0.45  3.56
N  -0.17  -0.24  4.83
C  1.08  0.17  5.09
N  1.41  0.43  6.34
N  2.05  0.33  4.15
C  1.66  0.15  2.92
N  0.40  -0.17  2.53
C  2.66  0.30  1.85
C  4.01  0.42  2.12
C  4.89  0.50  1.05
C  4.39  0.45  -0.24
C  3.03  0.35  -0.42
N  2.18  0.28  0.61
H  -2.24  -1.20  4.06
H  -1.80  -1.48  2.43
H  0.72  0.32  7.07
H  2.35  0.71  6.57
H  4.34  0.44  3.15
H  5.96  0.58  1.23
H  5.04  0.50  -1.10
H  2.59  0.32  -1.41
S  -0.81  -0.71  -2.02
C  -2.50  -0.74  -1.61
N  -3.33  -1.38  -2.53
N  -4.55  -1.30  -2.35
C  -5.51  -1.93  -3.16
C  -5.14  -2.84  -4.15
C  -6.13  -3.44  -4.90
C  -7.47  -3.12  -4.66
C  -7.83  -2.21  -3.67
C  -6.84  -1.62  -2.91
N  -3.03  -0.20  -0.56
N  -2.20  0.36  0.31
C  -2.82  1.08  1.39
C  -4.13  0.88  1.77
C  -4.65  1.61  2.84
C  -3.87  2.53  3.52
C  -2.55  2.72  3.13
C  -2.03  2.00  2.07
H  -4.89  -0.74  -1.56
H  -4.10  -3.08  -4.31
H  -5.87  -4.15  -5.67
H  -8.25  -3.60  -5.25
H  -8.87  -1.97  -3.50
H  -7.10  -0.90  -2.14
H  -4.74  0.16  1.25
H  -5.68  1.45  3.14
H  -4.28  3.10  4.34
H  -1.93  3.45  3.65
H  -1.01  2.20  1.75
O  1.11  2.78  0.44
B  0.25  2.09  -0.41
O  -0.54  2.95  -1.12
C  -0.17  4.22  -0.72
C  -0.65  5.44  -1.16
C  -0.09  6.56  -0.57
C  0.92  6.46  0.39
C  1.40  5.23  0.82
C  0.82  4.13  0.23
H  -1.42  5.51  -1.92
H  -0.43  7.54  -0.87
H  1.34  7.37  0.82
H  2.19  5.14  1.55
B  0.86  -4.52  0.08
C  0.84  -3.01  0.14
N  0.76  -1.84  0.19
H  1.28  -4.96  1.13
H  1.58  -4.84  -0.84
H  -0.31  -4.80  -0.13

***

[3]
The following is a quantum chemistry calculation of the molecule C13H17N5O2S in a non-equilibrium geometry, from the OMol25 dataset.

* E_HOMO: -8.1358 eV
* E: -36133.9349 eV
* structure (SMILES): C/C(=N/NC(=S)N1CCN(C=O)CC1)c1cccc[n+]1[O-]
* frontier orbital gap: 8.3 eV
* spin multiplicity: 1
* LUMO level: 0.2 eV

CARTESIAN COORDINATES (ANGSTROEM)
C  -1.25  2.84  -1.27
C  -1.29  1.96  -0.05
N  -0.23  1.20  0.14
N  -0.16  0.37  1.19
C  0.46  -0.88  1.21
S  -0.10  -1.93  2.35
N  1.50  -1.28  0.32
C  1.74  -2.70  -0.02
C  2.24  -2.83  -1.47
N  3.48  -2.05  -1.69
C  4.40  -2.41  -2.63
O  4.24  -3.35  -3.43
C  3.71  -0.90  -0.83
C  2.40  -0.27  -0.34
C  -2.50  1.84  0.77
C  -3.61  1.30  0.14
C  -4.81  1.12  0.85
C  -4.83  1.49  2.16
C  -3.69  1.99  2.76
N  -2.55  2.16  2.07
O  -1.62  2.58  2.73
H  -0.19  3.19  -1.47
H  -1.94  3.69  -1.14
H  -1.61  2.27  -2.16
H  -0.87  0.55  1.90
H  0.82  -3.24  0.04
H  2.48  -3.11  0.69
H  1.52  -2.45  -2.21
H  2.41  -3.87  -1.77
H  5.32  -1.85  -2.78
H  4.36  -1.15  0.03
H  4.21  -0.11  -1.45
H  2.60  0.52  0.40
H  1.92  0.22  -1.18
H  -3.57  1.04  -0.90
H  -5.64  0.59  0.40
H  -5.68  1.25  2.82
H  -3.68  2.23  3.82

***

Record order is preserved below.
Relative energy (zero: lowest compared OMol25 entry of this formula, charge and spin): 29.0; 0.0; 0.0 kcal/mol